# 1
Below is a 3-piece molecular cluster, C4H15NO3 overall, with properties calculated with ωB97M-V with the def2-TZVPD basis set.

The geometry in XYZ format:
```
23
C4H15NO3 (ωB97M-V with the def2-TZVPD basis set)
O -2.373 1.170 -0.640
O -0.542 -1.226 2.719
O 0.748 1.263 2.430
N 1.875 -1.494 -0.582
C 0.016 0.989 -1.166
C -1.107 0.694 -0.164
C 0.429 -0.100 -2.147
C 0.734 -1.447 -1.497
H 1.261 0.213 -2.773
H -1.237 -0.373 0.039
H -2.600 0.610 -1.369
H -0.158 -1.774 -0.957
H 1.415 0.945 1.802
H 0.892 -2.215 -2.265
H 0.270 -1.062 3.218
H -0.902 1.111 0.816
H -0.405 -0.326 -2.838
H 2.538 -0.770 -0.826
H 0.898 1.261 -0.571
H 1.595 -1.365 0.387
H -0.285 1.882 -1.708
H -0.724 -0.393 2.295
H 0.978 2.181 2.512
```

Results
- Kohn-Sham gap: 9.69 eV
- E_tot: -441.84949 Eh
- SMILES: NCCCCO.O.O
- E_LUMO: 0.294 eV

***

# 2
Below is a 4-piece molecular cluster, C4H15NO3 overall, with properties calculated with ωB97M-V with the def2-TZVPD basis set.

The geometry in XYZ format:
```
23
C4H15NO3 (ωB97M-V with the def2-TZVPD basis set)
O -0.290 1.672 2.370
O -2.696 -0.100 1.236
O -2.249 0.805 -1.909
N 0.412 1.605 -0.635
C 2.331 -1.662 -0.874
C 1.286 -0.650 -0.498
C 1.469 0.652 -0.700
C -0.030 -1.197 0.001
H -2.405 -0.805 1.818
H -0.735 -1.323 -0.830
H -3.027 -0.489 0.421
H 2.219 -2.068 -1.877
H -1.379 1.237 -1.914
H -0.347 1.195 -0.104
H -0.701 1.813 3.229
H -0.466 -0.511 0.709
H 0.086 -2.211 0.378
H 2.413 1.103 -0.966
H 3.333 -1.220 -0.841
H 0.384 0.995 2.522
H 2.345 -2.516 -0.203
H -2.664 1.206 -1.131
H 0.711 2.468 -0.201
```

Results
- Kohn-Sham gap: 8.45 eV
- E_tot: -441.85379 Eh
- SMILES: CC(C)=CN.O.O.O
- E_LUMO: 0.486 eV

***

# 3
Below is C4H15NSi2 as an isolated structure, with properties calculated with ωB97M-V with the def2-TZVPD basis set.

The geometry in XYZ format:
```
22
C4H15NSi2 (ωB97M-V with the def2-TZVPD basis set)
Si -2.003 -0.008 0.395
Si 1.541 -0.058 -0.254
N 0.177 -0.853 0.343
C 1.754 1.642 0.600
C 3.043 -1.233 -0.024
C -3.151 -1.443 -0.105
C -1.765 1.575 -0.652
H -3.049 -1.589 -1.210
H -0.047 -1.782 0.013
H -1.109 1.388 -1.514
H -4.221 -1.272 0.344
H -2.538 2.052 -1.093
H 1.740 0.169 -1.780
H -1.315 2.398 -0.124
H 3.193 -1.658 1.019
H 3.958 -0.667 -0.149
H 0.919 2.158 0.560
H 1.937 1.464 1.712
H -1.737 -0.098 1.910
H -2.810 -2.363 0.535
H 2.954 -1.955 -0.722
H 2.529 2.132 0.197
```

Results
- Kohn-Sham gap: 8.91 eV
- E_tot: -795.08910 Eh
- E_LUMO: 0.454 eV

***

What did the second record say?
Below is a 4-piece molecular cluster, C4H15NO3 overall, with properties calculated with ωB97M-V with the def2-TZVPD basis set.

The geometry in XYZ format:
```
23
C4H15NO3 (ωB97M-V with the def2-TZVPD basis set)
O -0.290 1.672 2.370
O -2.696 -0.100 1.236
O -2.249 0.805 -1.909
N 0.412 1.605 -0.635
C 2.331 -1.662 -0.874
C 1.286 -0.650 -0.498
C 1.469 0.652 -0.700
C -0.030 -1.197 0.001
H -2.405 -0.805 1.818
H -0.735 -1.323 -0.830
H -3.027 -0.489 0.421
H 2.219 -2.068 -1.877
H -1.379 1.237 -1.914
H -0.347 1.195 -0.104
H -0.701 1.813 3.229
H -0.466 -0.511 0.709
H 0.086 -2.211 0.378
H 2.413 1.103 -0.966
H 3.333 -1.220 -0.841
H 0.384 0.995 2.522
H 2.345 -2.516 -0.203
H -2.664 1.206 -1.131
H 0.711 2.468 -0.201
```

Results
- Kohn-Sham gap: 8.45 eV
- E_tot: -441.85379 Eh
- SMILES: CC(C)=CN.O.O.O
- E_LUMO: 0.486 eV

***

Which of these has the lowest Kohn-Sham gap? number 2